# 1
The following is a DFT calculation (ωB97M-V/def2-TZVPD) of 4 unconnected molecules or ions with the total composition C3H13O3S in a non-equilibrium geometry.

XYZ file:
```
20
Properties=species:S:1:pos:R:3
C -2.9225 -2.2499 -0.1112
C -2.5429 -0.9843 0.6969
C -1.0095 -0.8127 0.6502
S -0.4387 0.1218 -0.8129
H -2.5772 -3.0700 0.5078
H -4.0105 -2.2570 -0.2580
H -2.5241 -2.2016 -1.1190
H -2.9399 -1.0533 1.7196
H -2.9919 -0.0399 0.3785
H -0.6600 -0.3423 1.5746
H -0.5831 -1.8210 0.6279
H 2.6573 0.4747 2.3735
H 2.9268 -0.2645 3.6817
O 3.1563 0.5174 3.2096
H 0.9597 2.5682 -3.2637
H 0.3449 1.2572 -2.8376
O 1.0042 1.6501 -3.4465
H 2.5690 1.8010 0.0088
H 1.5043 0.6628 0.0560
O 2.2791 1.0704 0.5579
```

**Energy relative to the best compared isomer or geometry (same formula, charge and spin)**: 0.5612 eV
**Spin multiplicity**: 1
**Charge**: -1
**Frontier orbital gap**: 6.810 eV
**LUMO energy**: 3.61 eV

=====

# 2
The following is a DFT calculation (ωB97M-V/def2-TZVPD) of 2 unconnected molecules or ions with the total composition C42H38N5 in a non-equilibrium geometry.

XYZ file:
```
85
Properties=species:S:1:pos:R:3
C 5.2909 -1.0852 4.0511
C 4.6154 -0.1316 4.7853
C 3.2428 -0.0541 4.7122
C 2.5402 -0.9331 3.9067
N 1.0952 -0.9023 3.8792
C 0.3247 0.1925 3.8286
N -0.9265 -0.2438 3.9304
C -2.1385 0.5339 3.7939
C -2.2139 1.7992 4.3527
C -3.3514 2.5605 4.2007
C -4.4243 2.0600 3.4910
C -4.3582 0.7998 2.9330
C -3.2157 0.0463 3.0729
C -0.8426 -1.6764 4.0648
C -1.9676 -2.6032 4.2002
C -1.9110 -3.8619 3.6053
C -2.9706 -4.7350 3.7020
C -4.1030 -4.3691 4.4020
C -4.1706 -3.1310 5.0098
C -3.1127 -2.2568 4.9139
N 0.4036 -2.0581 4.0078
C 3.2202 -1.8874 3.1728
C 4.5933 -1.9609 3.2434
H 6.3648 -1.1417 4.1029
H 5.1617 0.5600 5.4051
H 2.6975 0.6727 5.2894
H -1.3668 2.1775 4.8979
H -3.4078 3.5406 4.6460
H -5.3209 2.6466 3.3844
H -5.2033 0.3963 2.4009
H -3.1459 -0.9342 2.6363
H -1.0271 -4.1349 3.0559
H -2.9104 -5.7099 3.2453
H -4.9251 -5.0590 4.4937
H -5.0450 -2.8531 5.5752
H -3.1617 -1.2851 5.3733
H 2.6563 -2.5716 2.5622
H 5.1216 -2.6985 2.6631
C 7.7243 3.5163 -0.6488
N 6.2958 3.8042 -0.7293
C 5.7445 4.7991 -1.4913
C 4.3609 4.8234 -1.3057
C 3.4853 5.7936 -1.8615
C 2.0598 5.7765 -1.7940
C 1.3010 4.5896 -1.9121
C -0.0636 4.5834 -1.7557
C -0.7456 5.7901 -1.4684
N -2.1350 5.7990 -1.3073
C -2.9465 4.5854 -1.5304
C -2.1746 3.3202 -1.1668
C -0.8176 3.2908 -1.8829
C -2.8732 7.0624 -1.1117
C -2.0506 8.0747 -0.3198
C -0.6694 8.2782 -0.9581
C -0.0046 6.9903 -1.3534
C 1.3518 6.9760 -1.5614
C 4.0616 3.7927 -0.3304
C 2.8894 3.4074 0.3357
C 2.9338 2.3796 1.2446
C 4.1379 1.7273 1.5258
C 5.3084 2.1151 0.9191
C 5.2773 3.1607 -0.0083
H 7.9225 2.7120 0.0537
H 8.0995 3.2235 -1.6261
H 8.2667 4.4010 -0.3235
H 6.3083 5.4616 -2.1247
H 3.9548 6.6786 -2.2658
H 1.8082 3.6713 -2.1506
H -3.8758 4.6650 -0.9567
H -3.2317 4.5647 -2.5869
H -2.0182 3.2941 -0.0814
H -2.7626 2.4236 -1.4080
H -0.9685 3.0697 -2.9460
H -0.1975 2.4733 -1.4949
H -3.1197 7.4630 -2.0999
H -3.8251 6.8481 -0.6153
H -2.5865 9.0311 -0.2400
H -1.9297 7.7129 0.7090
H -0.7584 8.9153 -1.8447
H -0.0123 8.8232 -0.2675
H 1.9099 7.8902 -1.4702
H 1.9692 3.9280 0.1508
H 2.0340 2.0711 1.7537
H 4.1449 0.9177 2.2363
H 6.2410 1.6313 1.1466
```

**Spin multiplicity**: 1
**Charge**: +1
**Frontier orbital gap**: 5.989 eV
**LUMO energy**: -4.22 eV